Record 1
The following is a quantum chemistry calculation of C14H19F6N6O5S3V as an isolated structure, from OMol25.

XYZ file:
```
54
Properties=species:S:1:pos:R:3:mulliken_charge:R:1
V -0.506 -0.667 0.599 0.72
N -2.874 1.454 3.477 -0.38
C -2.430 0.600 2.504 0.43
S -1.007 -0.348 2.905 -0.52
N -3.067 0.589 1.376 -1.18
N -2.513 -0.330 0.501 0.96
C -3.308 -0.940 -0.303 -0.73
C -2.933 -2.133 -1.018 0.67
C -3.821 -2.643 -1.977 -0.71
C -3.598 -3.861 -2.579 -0.68
C -2.489 -4.616 -2.197 -0.45
C -1.609 -4.153 -1.244 -0.37
C -1.795 -2.894 -0.653 0.79
O -0.885 -2.475 0.211 -0.72
H -2.575 1.270 4.417 0.24
H -3.816 1.793 3.362 0.26
H -4.335 -0.590 -0.379 0.38
H -4.697 -2.062 -2.239 0.38
H -4.282 -4.232 -3.330 0.40
H -2.311 -5.580 -2.656 0.39
H -0.740 -4.727 -0.953 0.44
F 4.633 -1.361 0.579 -0.20
C 3.978 -1.959 -0.415 0.39
F 4.615 -1.743 -1.556 -0.20
F 3.914 -3.260 -0.179 -0.20
S 2.306 -1.188 -0.508 1.35
O 1.661 -1.453 0.772 -0.71
O 2.575 0.202 -0.774 -0.57
N 1.620 -1.953 -1.679 -0.51
S 0.528 -1.159 -2.497 1.02
O -0.282 -0.336 -1.600 -0.53
O -0.149 -2.018 -3.402 -0.65
C 1.434 0.095 -3.568 0.58
F 1.264 1.326 -3.097 -0.20
F 0.938 0.039 -4.795 -0.22
F 2.728 -0.191 -3.618 -0.22
N 0.260 1.406 0.536 0.29
C -0.368 2.594 1.144 -0.89
C 0.487 3.864 1.033 -0.75
C 1.665 3.995 2.006 -0.67
C 2.865 3.079 1.783 -0.63
N 2.577 1.699 2.171 -0.57
H 1.160 1.250 1.021 0.39
H 0.501 1.601 -0.431 0.17
H -0.569 2.370 2.191 0.33
H -1.338 2.749 0.672 0.48
H -0.177 4.718 1.199 0.36
H 0.845 3.974 0.004 0.31
H 1.308 3.879 3.035 0.30
H 2.033 5.023 1.942 0.37
H 3.727 3.489 2.324 0.44
H 3.131 3.078 0.723 0.28
H 2.346 1.639 3.155 0.18
H 3.373 1.096 2.006 0.17
```

Calculated total energy ... -108505.12072 eV
HOMO energy (alpha / beta) ... -0.30203 / -0.30342 hartree
⟨S²⟩ ... 2.0230
Relative energy (zero: lowest compared OMol25 entry of this formula, charge and spin) ... 0.882 eV
HOMO-LUMO gap (alpha / beta) ... 0.2849 / 0.3015 hartree
Lowest unoccupied orbital energy (alpha / beta) ... -0.466 / -0.052 eV
Net charge ... 0
Spin multiplicity ... 3

Record 2
The following is a quantum chemistry calculation of C14H19N3O3S2 in the gas phase at a distorted geometry, from OMol25.

XYZ file:
```
41
Properties=species:S:1:pos:R:3:mulliken_charge:R:1
C -3.793 -3.640 -0.121 -0.99
H -3.768 -3.570 -1.213 0.38
H -3.318 -4.569 0.191 0.25
H -4.831 -3.629 0.225 0.38
O -3.038 -2.611 0.477 -0.36
C -3.388 -1.326 0.268 0.77
C -4.468 -0.920 -0.517 -0.46
C -4.744 0.421 -0.681 -0.77
C -3.943 1.371 -0.060 -0.44
C -2.866 0.982 0.732 -0.43
C -2.583 -0.357 0.906 0.91
C -1.412 -0.797 1.717 -1.62
H -1.114 -0.039 2.445 0.72
H -1.593 -1.758 2.193 0.48
S 0.040 -1.058 0.639 -0.20
C 0.933 0.478 0.832 0.86
N 1.965 0.639 -0.001 -0.07
C 2.486 -0.379 -0.883 -0.66
H 2.614 0.062 -1.878 0.25
C 3.846 -0.866 -0.342 -0.80
N 4.799 0.206 -0.164 0.06
C 5.420 0.668 -1.386 -0.92
H 5.900 -0.180 -1.873 0.32
H 4.729 1.133 -2.103 0.34
H 6.189 1.396 -1.130 0.32
C 4.226 1.257 0.651 -0.79
C 2.873 1.761 0.120 -0.80
H 2.996 2.213 -0.869 0.30
H 2.448 2.500 0.799 0.42
H 4.075 0.853 1.657 0.29
H 4.930 2.087 0.714 0.42
H 3.681 -1.333 0.634 0.27
H 4.265 -1.612 -1.018 0.43
H 1.789 -1.213 -0.958 0.38
S 0.498 1.600 1.957 -0.50
H -2.257 1.739 1.203 0.58
N -4.229 2.764 -0.240 1.04
O -5.180 3.058 -0.939 -0.64
O -3.509 3.570 0.311 -0.62
H -5.574 0.747 -1.289 0.47
H -5.096 -1.647 -1.005 0.43
```

Calculated total energy ... -47106.51281 eV
HOMO energy ... -0.30013 hartree
Relative energy (zero: lowest compared OMol25 entry of this formula, charge and spin) ... 4.593 eV
HOMO-LUMO gap ... 0.2954 hartree
Lowest unoccupied orbital energy ... -0.129 eV
Net charge ... 0
SMILES ... COc1ccc([N+](=O)[O-])cc1CSC(=S)N1CCN(C)CC1

Record 3
The following is a quantum chemistry calculation of C14H19N3O4 in the gas phase at a distorted geometry, from OMol25.

XYZ file:
```
40
Properties=species:S:1:pos:R:3:mulliken_charge:R:1
C -1.362 0.163 1.218 -0.67
C -0.199 1.302 1.037 0.61
C -2.364 0.503 0.023 -0.76
C -3.550 -0.542 0.256 -0.48
C -4.248 -0.830 -1.097 0.44
C 1.901 1.610 -0.344 -0.22
C 1.541 3.050 -1.170 0.63
C 2.855 0.747 -1.215 -1.21
C 3.133 -0.655 -0.588 0.68
C 2.312 -1.632 -1.228 -0.47
C 3.859 -0.916 0.534 -0.29
C 2.308 -2.976 -0.749 -0.37
C 3.728 -2.190 1.012 -0.38
C 3.162 -3.263 0.227 -0.61
H -2.579 1.491 2.150 0.38
H -1.516 0.861 3.146 0.35
H -1.046 -0.803 1.197 0.82
H -2.507 1.696 0.232 0.27
H -2.086 0.347 -1.099 0.32
H -3.110 -1.452 0.691 0.33
H -4.194 -0.007 1.061 0.30
H -6.169 -0.938 -0.007 0.24
H -6.312 -1.168 -1.731 0.26
H 0.648 0.172 -0.484 0.04
H 2.391 1.943 0.658 0.38
H 2.378 0.475 -2.136 0.41
H 3.718 1.472 -1.368 0.40
H 1.545 -1.212 -1.852 0.49
H 4.248 0.107 0.995 0.26
H 1.565 -3.625 -1.394 0.28
H 4.367 -2.404 1.979 0.26
H 2.804 -4.269 0.732 0.25
H 0.922 3.622 0.811 0.42
N -2.248 0.522 2.337 -0.72
N -5.681 -0.826 -0.954 -0.45
N 0.699 0.982 0.067 0.26
O -0.187 2.404 1.693 -0.84
O -3.646 -0.969 -2.108 -0.55
O 1.781 3.219 -2.373 -0.55
O 1.139 3.988 -0.157 -0.52
```

Calculated total energy ... -27482.97966 eV
HOMO energy ... -0.35000 hartree
Relative energy (zero: lowest compared OMol25 entry of this formula, charge and spin) ... 5.729 eV
HOMO-LUMO gap ... 0.3659 hartree
Lowest unoccupied orbital energy ... 0.434 eV
Net charge ... 0
SMILES ... NC(=O)CC[C@H](N)C(=O)N[C@@H](Cc1ccccc1)C(=O)O

Record 4
The following is a quantum chemistry calculation of C14H19N3O4S2 in the gas phase at a distorted geometry, from OMol25.

XYZ file:
```
42
Properties=species:S:1:pos:R:3:mulliken_charge:R:1
C -4.811 -0.365 -0.979 -0.95
N -4.729 -0.515 0.461 -0.01
C -6.039 -0.367 1.063 -1.01
H -5.972 -0.567 2.132 0.35
H -6.713 -1.097 0.618 0.31
H -6.468 0.637 0.917 0.36
C -3.749 0.387 1.048 -1.01
H -3.718 1.361 0.542 0.37
C -2.341 -0.223 1.035 -0.95
N -1.764 -0.265 -0.292 0.50
S -1.058 1.124 -0.865 1.51
O -1.812 2.240 -0.384 -0.72
O -0.877 0.958 -2.276 -0.73
C 0.561 1.165 -0.115 -0.03
C 0.821 1.554 1.164 -0.38
S 2.467 1.331 1.577 -0.20
C 2.818 0.717 -0.003 1.09
C 1.700 0.694 -0.791 -1.45
H 1.646 0.362 -1.811 0.47
C 4.203 0.281 -0.263 0.23
O 5.042 0.255 0.612 -0.66
N 4.457 -0.105 -1.536 -0.27
H 3.779 -0.023 -2.270 0.18
H 5.398 -0.376 -1.769 0.24
H 0.133 1.979 1.866 0.55
C -1.190 -1.500 -0.770 -1.20
C 0.107 -1.880 -0.120 0.47
C 0.513 -1.942 1.183 -0.10
C 1.870 -2.349 1.162 -0.87
C 2.188 -2.512 -0.148 -0.47
O 1.132 -2.227 -0.930 -0.40
H 3.093 -2.816 -0.634 0.56
H 2.512 -2.496 2.006 0.49
H -0.071 -1.728 2.054 0.53
H -1.008 -1.364 -1.839 0.40
H -1.936 -2.292 -0.639 0.44
H -1.697 0.363 1.701 0.21
H -2.406 -1.246 1.411 0.62
H -4.014 0.551 2.096 0.62
H -3.817 -0.448 -1.410 0.23
H -5.443 -1.157 -1.381 0.37
H -5.235 0.607 -1.273 0.33
```

Calculated total energy ... -49155.96440 eV
HOMO energy ... -0.31526 hartree
Relative energy (zero: lowest compared OMol25 entry of this formula, charge and spin) ... 0.094 eV
HOMO-LUMO gap ... 0.3185 hartree
Lowest unoccupied orbital energy ... 0.089 eV
Net charge ... 0
SMILES ... CN(C)CCN(Cc1ccco1)S(=O)(=O)c1csc(C(N)=O)c1

Record 5
The following is a quantum chemistry calculation of a 2-piece molecular cluster, C14H19N3O6P2 overall at a distorted geometry, from OMol25.

XYZ file:
```
44
Properties=species:S:1:pos:R:3:mulliken_charge:R:1
C -5.851 -1.823 -3.712 0.12
C -5.058 -0.936 -3.568 -0.58
C -4.139 0.195 -3.493 -0.81
C -2.742 -0.167 -3.940 0.61
C -2.553 -0.788 -5.206 -0.32
N -1.391 -1.112 -5.655 -0.61
C -0.330 -0.820 -4.851 0.19
C 0.963 -1.145 -5.305 -0.49
C 2.053 -0.854 -4.539 -0.80
C 1.882 -0.244 -3.285 -0.82
C 0.628 0.070 -2.795 0.84
P 0.599 0.761 -1.117 0.78
N 0.805 -0.338 -0.045 -0.80
O -0.756 1.554 -0.931 -0.52
O 1.697 1.944 -1.157 -0.54
C -0.511 -0.205 -3.596 0.50
N -1.759 0.113 -3.153 -0.24
H -6.334 -2.762 -3.822 0.44
H -4.081 0.599 -2.486 0.30
H -4.508 0.990 -4.144 0.30
H -3.417 -1.009 -5.818 0.43
H 1.071 -1.625 -6.266 0.46
H 3.053 -1.085 -4.872 0.39
H 2.757 -0.032 -2.688 0.26
H 1.604 -0.168 0.553 0.22
H -0.842 2.326 -1.504 0.34
H 2.537 1.582 -0.856 0.34
C 1.229 2.479 6.372 -0.66
O 0.756 1.140 6.181 -0.34
P 1.584 0.102 5.317 1.14
O 2.910 0.559 4.890 -0.70
O 0.610 -0.320 4.145 -0.30
C 0.265 0.681 3.174 -0.71
O 1.554 -1.177 6.236 -0.35
C 2.479 -2.234 5.936 -0.64
H 0.466 3.165 6.010 0.24
H 1.387 2.643 7.436 0.25
H 2.161 2.647 5.837 0.34
H 1.089 1.383 3.032 0.34
H -0.623 1.219 3.507 0.30
H 0.056 0.182 2.233 0.30
H 3.470 -1.972 6.302 0.27
H 2.524 -2.427 4.865 0.31
H 2.119 -3.122 6.448 0.24
```

Calculated total energy ... -50161.03743 eV
HOMO energy ... -0.33078 hartree
HOMO-LUMO gap ... 0.3134 hartree
Lowest unoccupied orbital energy ... -0.474 eV
Net charge ... 0
SMILES ... C#CCc1cnc2cccc(P(=N)(O)O)c2n1.COP(=O)(OC)OC

Record 6
The following is a quantum chemistry calculation of C14H19NRu as an isolated structure at a distorted geometry, from OMol25.

XYZ file:
```
35
Properties=species:S:1:pos:R:3:mulliken_charge:R:1
C -1.285 -2.274 -2.490 -0.36
C -0.059 -2.975 -2.237 -0.61
C 1.021 -2.037 -2.331 -0.23
C 0.467 -0.752 -2.611 -0.64
C -0.958 -0.890 -2.716 -0.46
Ru -0.449 -1.421 -0.580 0.14
C 0.429 -3.001 0.680 -0.35
C -0.922 -3.243 0.491 0.45
C -2.058 -3.906 0.733 -0.80
N -1.928 -1.022 0.132 -0.62
H 2.076 -2.280 -2.249 0.38
H 0.037 -4.039 -2.052 0.51
H 1.036 0.159 -2.752 0.52
H -1.663 -0.099 -2.951 0.46
H -2.274 -2.724 -2.522 0.46
H 1.163 -3.626 0.162 0.21
H -2.764 -0.724 0.639 0.19
H 0.792 -2.608 1.636 0.28
H -2.105 -4.850 1.293 0.26
H -3.014 -3.515 0.378 0.24
C 1.836 2.709 2.280 -1.54
C 0.770 2.822 1.194 2.12
C -0.450 3.493 1.827 -1.52
C 1.300 3.772 0.121 -1.55
C 0.474 1.485 0.602 -0.20
C 0.172 0.397 0.115 -0.73
H 2.076 3.708 2.682 0.36
H 2.758 2.273 1.874 0.38
H 1.481 2.085 3.111 0.39
H -0.162 4.476 2.238 0.36
H -1.245 3.664 1.087 0.38
H -0.855 2.894 2.654 0.38
H 2.207 3.362 -0.344 0.38
H 0.544 3.938 -0.660 0.39
H 1.551 4.750 0.567 0.37
```

Calculated total energy ... -18889.16417 eV
HOMO energy (alpha / beta) ... -0.21068 / -0.30614 hartree
⟨S²⟩ ... 6.0278
HOMO-LUMO gap (alpha / beta) ... 0.2407 / 0.2539 hartree
Lowest unoccupied orbital energy (alpha / beta) ... 0.817 / -1.422 eV
Net charge ... 0
Spin multiplicity ... 5